--- a ---
Computed, not measured: a structure of composition C4H10N2O, with wB97M-V/def2-TZVPD.

Its HOMO-LUMO gap (alpha / beta) is 7.8 / 7.8 eV. For the molar mass, the calculation gives 102.1 g mol⁻¹. As for the HOMO energy (alpha / beta): -7.48 / -7.48 eV. The LUMO energy (alpha / beta) comes out at 0.31 / 0.31 eV.

Geometry (Å):
C -1.936 0.298 -0.047
C 0.942 -0.512 1.556
C 1.267 -1.290 -0.964
N 0.641 -1.068 0.306
C 0.621 0.774 0.790
O -1.375 1.164 -1.028
N 1.009 1.834 0.348
H -1.954 1.923 -1.165
H -1.126 -0.518 0.390
H 0.596 2.255 -0.483
H -2.570 0.877 0.631
H -2.618 -0.411 -0.530
H 1.998 -0.505 1.830
H 0.207 -0.755 2.320
H 1.584 -0.367 -1.473
H 2.160 -1.913 -0.852
H 0.553 -1.785 -1.627



--- b ---
Computed, not measured: a cluster of 2 separate species, C4H10N2O in total, with wB97M-V/def2-TZVPD.

Its HOMO-LUMO gap is 8.9 eV. For the molar mass, the calculation gives 102.1 g mol⁻¹. As for the HOMO energy: -7.96 eV. The LUMO energy comes out at 0.95 eV.

Geometry (Å):
C 0.064 -1.362 0.413
C 0.014 1.240 -0.728
C -0.299 -0.798 -0.817
N 1.357 -0.090 2.467
N -1.159 1.792 -0.246
C -0.721 -1.146 -2.021
O 1.155 -0.171 1.072
H 1.200 0.877 2.751
H 2.355 -0.228 2.628
H -1.220 1.823 0.763
H -1.996 1.384 -0.645
H -0.694 -1.390 1.192
H 0.726 -2.225 0.388
H 0.913 1.655 -0.298
H 0.099 1.226 -1.807
H -0.843 -0.414 -2.820
H -0.950 -2.175 -2.291



Energetically preferred structure: b | next structure: +33.7 kJ/mol



--- a ---
Computed, not measured: the molecule C2H3NO2, with wB97M-V/def2-TZVPD.

Its HOMO-LUMO gap is 8.9 eV. For the molar mass, the calculation gives 73.1 g mol⁻¹. As for the HOMO energy: -9.68 eV. The LUMO energy comes out at -0.77 eV.

Geometry (Å):
C 0.000 1.245 -0.396
C -0.285 -0.182 -0.501
N 0.932 -1.054 -2.514
O -0.168 -0.599 -1.890
O 1.905 -1.421 -1.925
H -0.242 1.471 0.645
H 0.633 -0.438 0.135
H -1.167 -0.571 0.054



--- b ---
Computed, not measured: the molecule C2H3NO2, with wB97M-V/def2-TZVPD.

Its HOMO-LUMO gap (alpha / beta) is 7.4 / 8.0 eV. For the molar mass, the calculation gives 73.1 g mol⁻¹. As for the HOMO energy (alpha / beta): -8.34 / -8.66 eV. The LUMO energy (alpha / beta) comes out at -0.93 / -0.68 eV.

Geometry (Å):
C -0.227 0.168 0.065
C 0.777 -0.781 -0.305
N -0.263 1.476 0.218
O 0.158 2.449 -0.477
O 0.449 -2.070 -0.552
H -1.138 -0.183 0.682
H -0.993 1.626 1.039
H 1.237 -2.684 -0.670



--- c ---
Computed, not measured: the molecule C2H3NO2, with wB97M-V/def2-TZVPD.

Its HOMO-LUMO gap is 10.2 eV. For the molar mass, the calculation gives 73.1 g mol⁻¹. As for the HOMO energy: -9.11 eV. The structure (SMILES) is On1cco1. The LUMO energy comes out at 1.04 eV.

Geometry (Å):
C -0.577 -0.778 -0.085
C -1.188 0.384 0.208
N 0.642 0.055 -0.564
O -0.216 1.216 -0.092
O 1.733 -0.117 0.250
H -0.634 -1.827 -0.078
H -2.129 0.622 0.393
H 2.370 0.444 -0.032



Energetically preferred structure: c | next structure: +47.2 kJ/mol



--- a ---
Computed, not measured: the molecule C4H4N2OS, with wB97M-V/def2-TZVPD.

Its HOMO-LUMO gap is 9.3 eV. For the molar mass, the calculation gives 128.2 g mol⁻¹. As for the HOMO energy: -9.22 eV. The structure (SMILES) is Oc1cnncc1S. The LUMO energy comes out at 0.09 eV.

Geometry (Å):
C 0.381 -0.794 0.356
C 0.080 -1.828 -0.589
C -0.330 0.723 -1.198
C -0.053 0.504 0.025
H 0.774 -0.024 2.031
H 0.342 -2.879 -0.514
H -0.621 1.727 -1.570
H -1.045 1.590 2.108
N -0.423 -1.486 -1.751
N -0.590 -0.264 -2.103
O 0.663 -1.017 1.662
S 0.116 1.772 1.254



--- b ---
Computed, not measured: the molecule C4H4N2OS, with wB97M-V/def2-TZVPD.

Its HOMO-LUMO gap is 9.3 eV. For the molar mass, the calculation gives 128.2 g mol⁻¹. As for the HOMO energy: -8.98 eV. The structure (SMILES) is O=C1N=CSC=CN1. The LUMO energy comes out at 0.37 eV.

Geometry (Å):
C -1.346 0.487 0.110
C 0.492 -0.197 1.668
C 1.451 -0.632 0.833
C 0.520 0.685 -1.301
H -1.537 -0.082 2.034
H 0.724 -0.084 2.714
H 2.462 -0.770 1.193
H 1.066 1.285 -2.038
N -0.823 0.125 1.338
N -0.500 1.186 -0.772
O -2.516 0.349 -0.146
S 1.248 -0.899 -0.910



Energetically preferred structure: b | next structure: +148.7 kJ/mol



--- a ---
Computed, not measured: the molecule C4H4N2OS, with wB97M-V/def2-TZVPD.

Its HOMO-LUMO gap is 7.6 eV. For the molar mass, the calculation gives 128.2 g mol⁻¹. As for the HOMO energy: -8.49 eV. The structure (SMILES) is C#CC(=O)/C(N)=N\S. The LUMO energy comes out at -0.85 eV.

Geometry (Å):
C -0.077 0.243 0.814
C -0.866 -0.172 -0.340
C -0.372 -0.127 -1.738
C -0.146 -0.245 -2.952
H -0.556 0.393 2.882
H -2.011 0.590 1.698
H 3.227 -0.417 0.929
H 0.223 -0.076 -3.934
N -0.920 0.393 1.884
N 1.162 0.216 1.012
O -2.052 -0.442 -0.134
S 2.388 -0.356 -0.119



--- b ---
Computed, not measured: the molecule C4H4N2OS, with wB97M-V/def2-TZVPD.

Its HOMO-LUMO gap is 7.8 eV. For the molar mass, the calculation gives 128.2 g mol⁻¹. As for the HOMO energy: -9.12 eV. The structure (SMILES) is CC1=NC(=O)C(=S)N1. The LUMO energy comes out at -1.33 eV.

Geometry (Å):
C 0.892 -2.790 -0.623
C 0.302 -1.483 -0.198
C -0.913 0.030 0.735
C 0.145 0.751 -0.140
H 1.738 -2.661 -1.269
H 0.133 -3.404 -1.086
H 1.227 -3.331 0.287
H 1.597 -0.170 -1.295
N -0.695 -1.357 0.605
N 0.842 -0.292 -0.668
O -1.755 0.578 1.383
S 0.360 2.340 -0.369



Energetically preferred structure: b | next structure: +359.1 kJ/mol



--- a ---
Computed, not measured: a cluster of 2 separate species, C4H15N2O in total, with wB97M-V/def2-TZVPD.

Its HOMO-LUMO gap is 8.8 eV. For the molar mass, the calculation gives 107.2 g mol⁻¹. As for the HOMO energy: -12.11 eV. Its total charge is +1. The LUMO energy comes out at -3.29 eV.

Geometry (Å):
N -0.443 1.349 0.147
C -1.308 0.106 0.475
C -0.283 -1.026 0.600
N 0.474 -1.120 -0.621
C -0.150 -1.894 -1.697
C 1.923 -1.017 -0.752
H -0.003 1.200 -0.763
H 0.332 1.377 0.798
H -1.050 2.148 0.044
H -1.889 0.011 -0.432
H -1.736 0.346 1.443
H -0.746 -1.982 0.854
H 0.366 -0.780 1.448
H 0.264 -2.918 -1.624
H 0.223 -1.626 -2.686
H -1.231 -1.951 -1.680
H 2.461 -1.136 0.186
H 2.203 -0.087 -1.256
H 2.249 -1.822 -1.415
H -1.101 3.660 1.749
H -0.186 3.909 2.920
O -0.370 3.252 2.264



--- b ---
Computed, not measured: a cluster of 2 separate species, C4H15N2O in total, with wB97M-V/def2-TZVPD.

Its HOMO-LUMO gap is 9.9 eV. For the molar mass, the calculation gives 107.2 g mol⁻¹. As for the HOMO energy: -13.18 eV. Its total charge is +1. The LUMO energy comes out at -3.29 eV.

Geometry (Å):
C -0.728 1.158 0.732
C -1.409 0.000 -0.062
C -0.476 -0.902 -0.920
C -0.122 -0.259 -2.280
N 0.436 1.010 -2.052
N 0.128 0.586 1.724
H -0.273 1.885 0.025
H -1.419 1.913 1.172
H -2.261 0.352 -0.725
H -1.880 -0.709 0.585
H 0.491 -1.064 -0.437
H -0.790 -1.878 -1.098
H -1.166 -0.116 -2.684
H 0.594 -0.943 -2.839
H 0.369 1.562 -2.982
H 1.474 0.761 -2.221
H 0.940 0.006 1.170
H -0.299 -0.111 2.243
H 0.551 1.128 2.394
H 1.914 -1.152 3.091
H 2.102 -1.790 1.679
O 1.513 -1.374 2.263



Energetically preferred structure: a | next structure: +65.1 kJ/mol



--- a ---
Computed, not measured: a cluster of 2 separate species, C4H15N2O in total, with wB97M-V/def2-TZVPD.

Its HOMO-LUMO gap is 11.6 eV. For the molar mass, the calculation gives 107.2 g mol⁻¹. As for the HOMO energy: -14.24 eV. Its total charge is +1. The LUMO energy comes out at -2.66 eV.

Geometry (Å):
C 1.286 -1.843 -0.136
N 0.308 -2.928 -0.208
C 0.627 -0.584 0.410
N -0.712 -0.384 -0.203
C -0.738 0.542 -1.376
C -0.433 1.979 -1.022
H 2.125 -2.014 0.536
H 1.765 -1.605 -1.085
H 0.548 -3.653 0.457
H 0.380 -3.368 -1.120
H 0.519 -0.586 1.492
H 1.290 0.284 0.305
H -1.065 -1.311 -0.470
H -1.328 -0.038 0.535
H -1.715 0.473 -1.833
H 0.010 0.164 -2.078
H 0.583 2.113 -0.652
H -0.432 2.550 -1.943
H -1.163 2.408 -0.334
H -1.402 2.684 3.012
H 0.133 2.831 3.023
O -0.588 2.288 2.689



--- b ---
Computed, not measured: a cluster of 2 separate species, C4H15N2O in total, with wB97M-V/def2-TZVPD.

Its HOMO-LUMO gap is 10.5 eV. For the molar mass, the calculation gives 107.2 g mol⁻¹. As for the HOMO energy: -13.59 eV. Its total charge is +1. The LUMO energy comes out at -3.07 eV.

Geometry (Å):
C 0.439 0.317 -0.007
N -0.605 0.131 1.031
C 0.053 -0.505 -1.220
N 0.109 -1.970 -0.867
C -0.399 -2.889 -1.962
C 0.847 -0.088 -2.464
H 0.422 1.363 -0.306
H 1.463 0.117 0.326
H -1.056 1.012 1.238
H -0.159 -0.119 1.917
H -1.030 -0.390 -1.323
H 1.099 -2.158 -0.673
H -0.462 -2.180 -0.040
H -1.399 -2.613 -2.257
H 0.275 -2.786 -2.807
H -0.211 -3.886 -1.572
H 0.761 0.994 -2.508
H 1.892 -0.376 -2.468
H 0.378 -0.438 -3.384
H -0.727 3.580 4.927
H 0.181 4.601 5.257
O -0.435 4.435 4.557



Energetically preferred structure: a | next structure: +55.1 kJ/mol